Computed, not measured: a cluster of 10 separate species, C60H150N10O20 in total, with the ωB97M-V functional and the def2-TZVPD basis.

Atoms and positions in Å:
1 C -4.15 1.41 -2.17
2 O -2.97 1.53 -2.84
3 C -2.95 0.89 -4.14
4 C -1.57 0.88 -4.78
5 N -0.92 2.18 -4.59
6 C 0.42 2.30 -5.20
7 C 1.14 3.60 -4.70
8 O 1.59 3.30 -3.37
9 C 2.25 4.41 -2.85
10 H -4.18 0.41 -1.73
11 H -5.01 1.48 -2.83
12 H -4.33 2.16 -1.40
13 H -3.62 1.50 -4.75
14 H -3.34 -0.12 -4.16
15 H -1.74 0.66 -5.83
16 H -0.97 0.02 -4.47
17 H -0.87 2.38 -3.60
18 H 0.45 2.23 -6.29
19 H 0.99 1.47 -4.78
20 H 0.40 4.41 -4.66
21 H 1.90 3.99 -5.38
22 H 2.94 4.01 -2.11
23 H 1.57 4.99 -2.23
24 H 2.91 4.86 -3.59
25 C 3.84 -5.42 -0.57
26 O 2.87 -5.69 0.38
27 C 3.43 -5.68 1.72
28 C 3.96 -4.29 2.23
29 N 2.81 -3.36 2.21
30 C 3.07 -1.92 2.20
31 C 3.68 -1.41 3.45
32 O 3.98 0.00 3.28
33 C 4.53 0.59 4.47
34 H 3.31 -5.87 -1.41
35 H 4.79 -5.95 -0.43
36 H 4.05 -4.36 -0.74
37 H 4.24 -6.41 1.75
38 H 2.74 -5.99 2.51
39 H 4.85 -3.93 1.72
40 H 4.37 -4.36 3.24
41 H 2.11 -3.56 1.51
42 H 2.25 -1.29 1.88
43 H 3.89 -1.77 1.50
44 H 4.58 -1.96 3.75
45 H 2.89 -1.45 4.20
46 H 5.48 0.14 4.76
47 H 3.86 0.49 5.32
48 H 4.53 1.67 4.39
49 C 2.44 -1.78 -1.37
50 O 1.28 -0.99 -1.07
51 C 1.24 0.33 -1.58
52 C -0.12 0.83 -1.26
53 N -0.42 0.76 0.19
54 C -1.89 0.70 0.54
55 C -2.01 0.09 1.93
56 O -1.32 0.89 2.85
57 C -1.64 0.57 4.23
58 H 3.32 -1.21 -1.06
59 H 2.49 -2.04 -2.43
60 H 2.39 -2.60 -0.66
61 H 1.50 0.29 -2.64
62 H 1.98 0.95 -1.08
63 H -0.76 0.20 -1.88
64 H -0.15 1.85 -1.64
65 H 0.16 0.08 0.65
66 H -2.36 -0.08 -0.06
67 H -2.35 1.68 0.40
68 H -1.56 -0.90 1.98
69 H -3.06 -0.11 2.12
70 H -1.84 -0.48 4.47
71 H -2.53 1.15 4.43
72 H -0.97 0.99 4.97
73 C -7.67 -0.02 -2.82
74 O -7.31 0.26 -1.48
75 C -8.20 -0.34 -0.60
76 C -7.64 -0.32 0.81
77 N -6.82 -1.50 1.25
78 C -5.76 -1.86 0.31
79 C -4.98 -3.11 0.70
80 O -3.82 -2.87 1.52
81 C -4.17 -2.64 2.87
82 H -8.54 0.54 -3.18
83 H -7.85 -1.09 -2.88
84 H -6.87 0.24 -3.52
85 H -8.43 -1.37 -0.85
86 H -9.11 0.25 -0.65
87 H -8.52 -0.22 1.46
88 H -7.10 0.59 1.08
89 H -7.39 -2.30 1.47
90 H -5.05 -1.05 0.14
91 H -6.27 -1.98 -0.64
92 H -4.49 -3.50 -0.19
93 H -5.65 -3.92 0.98
94 H -4.61 -1.69 3.17
95 H -3.26 -2.81 3.45
96 H -4.86 -3.39 3.26
97 C -3.10 -6.99 0.80
98 O -2.25 -6.43 -0.17
99 C -1.02 -7.06 -0.35
100 C -0.08 -6.17 -1.24
101 N -0.61 -6.11 -2.60
102 C -0.05 -5.03 -3.47
103 C -0.26 -3.59 -2.82
104 O -1.61 -3.38 -2.40
105 C -1.86 -2.07 -1.84
106 H -2.61 -7.11 1.76
107 H -3.32 -8.01 0.48
108 H -3.98 -6.36 0.96
109 H -1.16 -8.02 -0.85
110 H -0.56 -7.21 0.62
111 H 0.91 -6.62 -1.37
112 H -0.02 -5.20 -0.74
113 H -1.51 -5.78 -2.31
114 H -0.43 -5.18 -4.48
115 H 1.02 -5.22 -3.55
116 H 0.13 -2.90 -3.56
117 H 0.35 -3.49 -1.92
118 H -1.05 -1.80 -1.16
119 H -2.72 -2.22 -1.18
120 H -1.96 -1.34 -2.64
121 C 3.48 0.17 -5.94
122 O 2.45 0.57 -6.80
123 C 2.53 0.19 -8.20
124 C 1.23 0.75 -8.82
125 N 0.04 0.23 -8.08
126 C -0.27 -1.14 -8.60
127 C -1.52 -1.64 -7.89
128 O -1.19 -2.19 -6.60
129 C -2.37 -2.43 -5.84
130 H 3.14 0.43 -4.93
131 H 4.40 0.70 -6.16
132 H 3.68 -0.90 -5.97
133 H 2.60 -0.89 -8.29
134 H 3.51 0.47 -8.59
135 H 1.20 0.56 -9.89
136 H 1.36 1.83 -8.73
137 H 0.47 0.11 -7.18
138 H 0.49 -1.92 -8.53
139 H -0.44 -1.16 -9.68
140 H -1.96 -2.37 -8.57
141 H -2.30 -0.88 -7.85
142 H -2.13 -2.98 -4.93
143 H -3.11 -3.00 -6.41
144 H -2.83 -1.49 -5.54
145 C 4.41 2.03 0.86
146 O 3.36 2.96 0.71
147 C 2.38 2.83 1.70
148 C 1.23 3.79 1.58
149 N 0.43 3.69 0.33
150 C -0.62 4.70 0.26
151 C -1.32 4.56 -1.11
152 O -2.24 5.59 -1.24
153 C -2.74 5.62 -2.52
154 H 5.15 2.07 0.06
155 H 4.08 1.00 0.69
156 H 4.89 2.13 1.83
157 H 2.89 3.06 2.63
158 H 2.16 1.77 1.87
159 H 1.58 4.82 1.64
160 H 0.50 3.58 2.37
161 H -0.03 2.79 0.43
162 H -0.04 5.62 0.34
163 H -1.34 4.62 1.08
164 H -1.94 3.67 -1.25
165 H -0.55 4.67 -1.87
166 H -2.00 5.60 -3.32
167 H -3.28 6.56 -2.67
168 H -3.39 4.76 -2.58
169 C 6.35 -1.76 -0.73
170 O 6.64 -2.37 0.52
171 C 7.99 -2.36 0.96
172 C 8.66 -0.91 1.11
173 N 9.13 -0.29 -0.12
174 C 9.42 1.08 0.11
175 C 10.16 1.75 -1.11
176 O 11.42 1.13 -1.43
177 C 12.14 1.82 -2.49
178 H 5.43 -2.18 -1.13
179 H 7.21 -2.04 -1.33
180 H 6.21 -0.69 -0.62
181 H 8.55 -3.05 0.33
182 H 8.03 -2.78 1.97
183 H 9.48 -1.04 1.82
184 H 7.89 -0.34 1.62
185 H 10.00 -0.64 -0.48
186 H 10.12 1.23 0.93
187 H 8.48 1.59 0.31
188 H 10.36 2.76 -0.76
189 H 9.44 1.78 -1.93
190 H 13.10 1.38 -2.78
191 H 12.38 2.84 -2.21
192 H 11.51 1.85 -3.38
193 C 0.12 1.04 9.29
194 O 0.15 0.21 8.15
195 C -0.18 -1.14 8.40
196 C -0.40 -1.91 7.09
197 N 0.90 -1.96 6.39
198 C 1.04 -3.11 5.48
199 C -0.03 -3.13 4.36
200 O 0.27 -4.14 3.42
201 C -0.56 -4.27 2.27
202 H 0.40 2.08 9.16
203 H 0.84 0.68 10.03
204 H -0.87 1.04 9.76
205 H -1.16 -1.24 8.88
206 H 0.55 -1.68 9.00
207 H -1.17 -1.39 6.52
208 H -0.78 -2.88 7.39
209 H 0.99 -1.12 5.84
210 H 1.09 -4.04 6.04
211 H 2.02 -3.04 5.02
212 H -0.10 -2.15 3.87
213 H -1.00 -3.29 4.83
214 H -1.53 -4.72 2.50
215 H 0.01 -4.84 1.53
216 H -0.92 -3.35 1.79
217 C -7.94 6.74 6.34
218 O -6.81 7.14 5.55
219 C -7.20 7.34 4.19
220 C -5.96 7.85 3.36
221 N -4.96 6.86 2.94
222 C -4.02 6.57 4.02
223 C -3.08 5.43 3.64
224 O -3.76 4.15 3.59
225 C -3.42 3.31 2.49
226 H -7.79 6.90 7.41
227 H -8.30 5.74 6.10
228 H -8.77 7.38 6.06
229 H -7.95 8.13 4.17
230 H -7.62 6.45 3.71
231 H -5.51 8.70 3.88
232 H -6.25 8.29 2.40
233 H -5.43 6.05 2.56
234 H -4.58 6.25 4.89
235 H -3.38 7.43 4.25
236 H -2.44 5.34 4.52
237 H -2.46 5.70 2.78
238 H -3.94 2.35 2.43
239 H -2.36 3.08 2.57
240 H -3.58 3.92 1.60

As for the HOMO-LUMO gap (spin up / spin down): 7.65 / 2.75 eV. The HOMO energy (spin up / spin down) is -9.4 / -9.4 eV. The expectation value of S² is 0.75. The charge is +1. As for the spin multiplicity: 2.


Computed, not measured: a cluster of 10 separate species, C60H150N18O10P4 in total, with the ωB97M-V functional and the def2-TZVPD basis.

Atoms and positions in Å:
1 C 5.48 5.63 0.74
2 O 6.47 4.90 0.59
3 N 4.23 5.16 0.87
4 C 3.14 6.06 1.17
5 C 3.84 3.77 0.74
6 H 5.50 6.73 0.79
7 H 3.31 7.12 1.33
8 H 2.56 5.73 2.04
9 H 2.59 6.20 0.24
10 H 3.04 3.59 0.03
11 H 4.69 3.10 0.65
12 H 3.29 3.43 1.62
13 C 0.45 1.03 -0.85
14 O 1.56 1.48 -0.92
15 N -0.10 0.62 0.33
16 C -1.41 -0.02 0.30
17 C 0.53 0.73 1.63
18 H -0.22 0.77 -1.69
19 H -1.94 0.20 1.23
20 H -1.20 -1.08 0.49
21 H -1.91 0.04 -0.66
22 H 1.50 1.22 1.58
23 H -0.08 1.33 2.30
24 H 0.79 -0.26 1.99
25 C 4.42 -1.38 -0.75
26 O 4.31 -2.55 -0.34
27 N 5.59 -0.64 -0.83
28 C 5.55 0.80 -0.97
29 C 6.84 -1.20 -0.43
30 H 3.55 -0.82 -1.13
31 H 4.52 1.10 -0.79
32 H 5.76 1.04 -2.01
33 H 6.20 1.28 -0.24
34 H 6.59 -2.06 0.20
35 H 7.36 -1.52 -1.33
36 H 7.48 -0.46 0.05
37 O 4.53 0.67 2.10
38 P 5.07 0.78 3.51
39 N 6.42 1.85 3.59
40 C 6.84 2.38 4.93
41 C 7.25 2.27 2.42
42 N 5.77 -0.68 3.92
43 C 7.06 -1.18 3.31
44 C 4.98 -1.80 4.44
45 N 4.02 1.17 4.78
46 C 4.34 0.89 6.17
47 C 2.70 1.72 4.46
48 H 7.61 3.13 4.76
49 H 7.26 1.56 5.51
50 H 6.03 2.85 5.50
51 H 8.28 1.99 2.60
52 H 7.11 3.34 2.25
53 H 6.69 1.78 1.62
54 H 7.73 -1.67 4.01
55 H 6.83 -1.91 2.54
56 H 7.65 -0.39 2.85
57 H 3.96 -1.51 4.68
58 H 5.02 -2.57 3.68
59 H 5.60 -2.21 5.24
60 H 5.33 0.49 6.40
61 H 4.20 1.79 6.77
62 H 3.67 0.14 6.59
63 H 2.38 2.33 5.31
64 H 1.95 0.96 4.29
65 H 2.78 2.34 3.57
66 O -2.70 4.66 4.66
67 P -1.99 5.26 3.51
68 N -2.88 6.55 2.88
69 C -4.14 7.00 3.48
70 C -2.54 7.19 1.66
71 N -1.74 4.26 2.14
72 C -2.43 3.04 2.08
73 C -0.64 4.40 1.21
74 N -0.42 5.85 3.94
75 C -0.05 7.23 3.82
76 C 0.56 4.88 4.46
77 H -4.91 6.24 3.38
78 H -4.56 7.96 3.20
79 H -3.93 7.00 4.55
80 H -2.90 6.61 0.81
81 H -1.45 7.20 1.61
82 H -2.88 8.22 1.74
83 H -2.68 2.57 3.03
84 H -3.43 3.23 1.69
85 H -2.05 2.30 1.37
86 H -0.71 3.72 0.36
87 H -0.46 5.42 0.88
88 H 0.24 4.00 1.72
89 H -0.98 7.80 3.76
90 H 0.53 7.65 4.65
91 H 0.55 7.43 2.93
92 H 1.03 5.30 5.35
93 H 1.33 4.61 3.73
94 H 0.09 3.98 4.85
95 O -0.03 1.26 -4.13
96 P 0.53 1.93 -5.34
97 N 0.01 3.55 -5.46
98 C -0.97 4.19 -4.50
99 C 0.17 4.34 -6.70
100 N -0.03 1.28 -6.79
101 C 0.58 -0.02 -7.19
102 C -1.47 1.16 -6.91
103 N 2.26 2.02 -5.42
104 C 2.89 2.31 -6.64
105 C 3.04 1.67 -4.34
106 H -1.96 3.78 -4.72
107 H -1.00 5.26 -4.67
108 H -0.74 3.90 -3.47
109 H 0.52 5.34 -6.45
110 H -0.83 4.30 -7.13
111 H 0.83 3.76 -7.35
112 H 1.66 -0.03 -7.08
113 H 0.15 -0.68 -6.44
114 H 0.28 -0.37 -8.17
115 H -1.84 0.59 -6.06
116 H -1.79 2.19 -7.08
117 H -1.79 0.56 -7.75
118 H 2.69 1.57 -7.42
119 H 2.74 3.35 -6.90
120 H 3.97 2.15 -6.58
121 H 2.59 2.04 -3.42
122 H 4.09 1.95 -4.43
123 H 3.03 0.60 -4.14
124 O 0.75 -4.31 -5.95
125 P 1.49 -3.76 -4.76
126 N 3.05 -3.21 -5.04
127 C 3.23 -1.98 -5.77
128 C 4.14 -4.19 -5.04
129 N 1.64 -4.91 -3.45
130 C 1.41 -6.33 -3.64
131 C 2.05 -4.55 -2.12
132 N 0.77 -2.50 -3.92
133 C -0.74 -2.21 -4.05
134 C 1.47 -1.48 -3.13
135 H 4.18 -1.55 -5.48
136 H 2.51 -1.17 -5.65
137 H 3.28 -2.22 -6.83
138 H 4.22 -4.68 -6.02
139 H 4.01 -4.92 -4.25
140 H 5.08 -3.63 -5.03
141 H 0.69 -6.44 -4.45
142 H 2.32 -6.72 -4.09
143 H 1.24 -6.88 -2.71
144 H 2.62 -5.38 -1.71
145 H 2.73 -3.70 -2.06
146 H 1.15 -4.32 -1.55
147 H -0.90 -1.14 -4.15
148 H -1.19 -2.74 -4.88
149 H -1.21 -2.50 -3.11
150 H 1.28 -0.55 -3.67
151 H 2.53 -1.72 -3.11
152 H 1.12 -1.30 -2.11
153 C -2.91 0.34 4.34
154 C -2.11 -0.51 5.40
155 C -2.90 -0.73 6.79
156 C -3.81 -1.93 6.69
157 C -3.00 -3.16 6.26
158 C -2.19 -2.99 4.92
159 N -1.52 -1.71 4.82
160 O -0.85 -1.56 3.60
161 C -1.07 -4.03 4.92
162 C -3.21 -3.29 3.82
163 C -0.92 0.39 5.69
164 H -2.32 0.65 3.48
165 H -3.37 1.15 4.91
166 H -3.80 -0.21 4.05
167 H -2.25 -0.95 7.64
168 H -3.51 0.14 7.03
169 H -4.66 -1.73 6.04
170 H -4.24 -2.37 7.59
171 H -3.61 -4.06 6.26
172 H -2.42 -3.38 7.16
173 H -1.27 -5.01 5.36
174 H -0.85 -4.23 3.86
175 H -0.25 -3.66 5.53
176 H -4.22 -2.87 3.88
177 H -2.79 -2.94 2.88
178 H -3.45 -4.35 3.70
179 H -0.36 -0.11 6.48
180 H -1.22 1.25 6.29
181 H -0.26 0.69 4.87
182 H 0.02 -1.96 3.69
183 C -0.38 -6.12 1.20
184 C -1.53 -6.47 0.23
185 C -2.08 -7.87 0.63
186 C -3.55 -8.21 0.24
187 C -4.45 -6.98 0.60
188 C -3.97 -5.58 0.01
189 N -2.58 -5.36 0.35
190 O -2.14 -4.10 -0.03
191 C -4.33 -5.47 -1.49
192 C -4.92 -4.60 0.75
193 C -1.10 -6.62 -1.24
194 H 0.37 -6.92 1.26
195 H -0.70 -5.96 2.23
196 H 0.17 -5.28 0.78
197 H -1.39 -8.66 0.32
198 H -1.98 -8.09 1.69
199 H -3.93 -9.07 0.79
200 H -3.78 -8.41 -0.80
201 H -4.62 -7.06 1.68
202 H -5.40 -7.26 0.14
203 H -3.81 -6.19 -2.12
204 H -5.37 -5.42 -1.80
205 H -4.03 -4.47 -1.80
206 H -5.95 -4.84 0.49
207 H -4.73 -4.51 1.83
208 H -4.79 -3.56 0.45
209 H -1.91 -6.99 -1.86
210 H -0.30 -7.36 -1.23
211 H -0.65 -5.72 -1.65
212 H -1.90 -3.68 0.80
213 C -5.36 3.29 -3.14
214 C -4.45 2.33 -2.32
215 C -5.33 1.83 -1.12
216 C -6.43 0.76 -1.44
217 C -5.83 -0.41 -2.25
218 C -5.00 -0.02 -3.45
219 N -4.03 1.09 -3.05
220 O -3.19 1.35 -4.08
221 C -4.10 -1.24 -3.71
222 C -5.87 0.25 -4.70
223 C -3.22 3.07 -1.75
224 H -4.89 3.67 -4.06
225 H -5.41 4.21 -2.55
226 H -6.37 2.92 -3.27
227 H -4.66 1.42 -0.36
228 H -5.66 2.69 -0.54
229 H -7.21 1.18 -2.08
230 H -6.92 0.38 -0.54
231 H -6.51 -1.15 -2.66
232 H -5.25 -0.95 -1.50
233 H -3.48 -1.41 -2.83
234 H -4.75 -2.11 -3.78
235 H -3.57 -1.21 -4.66
236 H -6.29 -0.68 -5.08
237 H -6.72 0.90 -4.47
238 H -5.22 0.64 -5.48
239 H -2.55 3.46 -2.52
240 H -2.59 2.47 -1.09
241 H -3.51 3.88 -1.08
242 H -2.29 1.30 -3.76

As for the HOMO-LUMO gap (spin up / spin down): 7.43 / 2.96 eV. The HOMO energy (spin up / spin down) is -9.3 / -9.3 eV. The expectation value of S² is 0.75. The charge is +1. As for the spin multiplicity: 2.